<a>
This record from the Open Molecules 2025 dataset describes a 2-piece molecular cluster, C4H4BrN overall. The level of theory is ωB97M-V/def2-TZVPD.

```
10
Properties=species:S:1:pos:R:3:nbo_charge:R:1
C 0.85630 0.88950 -0.82789 -0.693
C -0.26964 0.05563 -0.16153 0.009
C -1.19405 -0.75070 -0.38282 -0.213
Br -2.52143 -1.47432 0.63173 0.179
H 1.79285 0.44546 -0.53338 0.241
H 0.90373 0.76668 -1.91178 0.251
H 0.97008 1.92402 -0.47495 0.242
C -2.51607 1.90265 0.15642 0.070
N -3.04664 2.36337 1.06095 -0.312
H -1.81417 1.58771 -0.53724 0.226
```

Summary:
SMILES = CC#CBr.C#N
Kohn-Sham gap = 9.46 eV
E_HOMO = -9.90 eV



<b>
This record from the Open Molecules 2025 dataset describes the molecule C4H4BrN. The level of theory is ωB97M-V/def2-TZVPD.

```
10
Properties=species:S:1:pos:R:3:nbo_charge:R:1
C 0.45857 -1.65029 -0.17786 0.200
C -0.17949 2.16576 -0.08953 -0.531
C 0.55116 1.10637 0.01281 -0.145
C -0.80781 -1.85410 0.08948 -0.441
N 1.64113 -1.55628 -0.14634 -0.373
Br 2.25602 0.66904 0.16503 0.364
H 0.12119 3.29542 -0.13674 0.230
H -1.30262 1.92469 -0.12615 0.231
H -1.67783 -1.73195 -0.61113 0.233
H -1.06032 -2.36868 1.02042 0.232
```

Summary:
Kohn-Sham gap (spin up / spin down) = 7.40 / 7.77 eV
E_HOMO (spin up / spin down) = -8.61 / -8.57 eV



Bottom line: <a>, by a margin of 53.1 kcal/mol.